one) 22
Properties=species:S:1:pos:R:3 method="wB97M-V/def2-TZVPD" multiplicity=1 gap_ha=0.41188 smiles="CC(=O)OC[C@](C)(C#N)CC#N"
C 3.008 -0.791 -0.308
C 2.459 0.310 0.552
O 2.974 0.695 1.554
O 1.306 0.909 0.080
C 0.132 0.667 0.844
C -0.989 -0.012 0.014
C -1.707 -1.083 0.859
C -0.408 -0.694 -1.154
N -0.008 -1.304 -2.039
C -2.052 1.031 -0.453
C -1.856 1.571 -1.798
N -1.713 1.985 -2.857
H 3.855 -0.389 -0.869
H 3.376 -1.580 0.348
H 2.282 -1.181 -1.018
H -0.214 1.639 1.201
H 0.373 0.061 1.721
H -2.345 -1.695 0.219
H -2.318 -0.611 1.632
H -0.981 -1.742 1.337
H -3.051 0.592 -0.406
H -2.036 1.876 0.239

***

two) 22
Properties=species:S:1:pos:R:3 method="wB97M-V/def2-TZVPD" multiplicity=1 gap_ha=0.36581 smiles="CCCCC1=C[C@]1(C#N)[N+](=O)[O-]"
C 1.598 2.547 -0.979
C 1.287 1.816 0.287
C 0.643 0.494 0.123
C 0.073 -0.108 1.457
C -0.719 -1.230 1.211
C -1.374 -2.325 1.293
C -1.588 -1.886 -0.192
C -2.752 -1.271 -0.596
N -3.778 -0.761 -0.774
N -0.649 -2.360 -1.105
O 0.421 -2.875 -0.751
O -0.962 -2.200 -2.300
H 0.903 2.997 -1.669
H 2.172 1.903 -1.714
H 2.130 3.368 -0.640
H 2.219 1.744 0.870
H 0.674 2.460 0.973
H 1.401 -0.003 -0.481
H -0.261 0.521 -0.550
H 0.755 -0.308 2.241
H -0.650 0.745 1.670
H -1.541 -3.268 1.625

***

three) 22
Properties=species:S:1:pos:R:3 method="wB97M-V/def2-TZVPD" multiplicity=1 gap_ha="0.30539 / 0.22118"
C 0.221 1.208 -0.767
C 2.031 0.013 0.092
C -0.432 0.232 0.107
C 2.223 -2.199 -0.496
C -1.225 0.655 1.385
C -2.416 1.000 0.505
C -1.878 0.073 -0.524
C 0.987 -1.966 0.207
N 1.577 0.949 -0.913
N 0.787 -0.624 0.406
O 2.863 -3.028 -1.074
O 2.941 -0.901 -0.341
H -0.288 1.725 -1.526
H 2.575 0.599 0.986
H -1.540 -0.173 2.005
H -0.670 1.318 1.976
H -3.399 0.757 0.942
H -2.461 2.072 0.125
H -2.128 -0.963 -0.363
H -2.086 0.312 -1.577
H 0.106 -2.660 0.252
H 2.214 1.602 -1.405

***

The winner here is one), beating the second structure by 80.5 kcal/mol.

***

one) 9
Properties=species:S:1:pos:R:3 method="wB97M-V/def2-TZVPD" multiplicity=1 gap_ha="0.24641 / 0.25301"
C 1.508 -0.145 0.005
O -3.310 -0.870 -0.756
F 2.011 -0.588 -1.138
F 1.827 -1.017 0.972
F 2.091 1.017 0.313
P -0.524 0.099 0.064
S -2.665 -0.491 0.515
H -0.413 1.048 1.064
H -0.526 0.948 -1.039

***

two) 9
Properties=species:S:1:pos:R:3 method="wB97M-V/def2-TZVPD" multiplicity=1 gap_ha=0.32746 smiles="O=S(#[PH2])C(F)(F)F"
O 1.843 -1.898 0.526
S 1.995 -0.957 -0.572
P 0.166 0.641 -0.263
C 3.296 0.311 0.015
F 3.543 1.175 -0.970
F 4.428 -0.311 0.322
F 2.889 0.995 1.083
H -0.099 0.072 0.983
H -0.691 -0.249 -0.916

***

The winner here is two), beating the second structure by 25.0 kcal/mol.

***

one) 185
Properties=species:S:1:pos:R:3 method="wB97M-V/def2-TZVPD" multiplicity=1 gap_ha=0.13694
K 2.292 -4.477 4.132
C 1.124 0.095 0.287
O 1.923 0.495 1.473
O 0.799 -1.232 0.417
C -0.024 1.154 -0.060
F -1.073 0.824 -0.904
F -0.581 1.748 1.042
F 0.633 2.135 -0.658
C 2.850 1.581 1.420
C 3.674 1.458 2.722
H 4.362 2.295 2.840
H 3.135 1.396 3.667
H 4.399 0.651 2.610
H 2.253 2.460 1.661
H 3.433 1.754 0.515
H 1.818 0.122 -0.553
Cl -5.170 -7.343 -4.668
C -3.597 -6.558 -4.625
C -3.755 -5.056 -4.697
Cl -4.261 -4.403 -6.311
H -2.866 -7.003 -5.300
H -3.252 -6.910 -3.653
H -2.889 -4.532 -4.293
H -4.459 -4.748 -3.924
Cl -7.415 -4.556 0.985
C -5.785 -4.631 1.731
C -5.547 -3.176 2.341
Cl -6.636 -2.622 3.658
H -5.031 -4.895 0.989
H -5.880 -5.353 2.541
H -5.659 -2.446 1.539
H -4.521 -3.196 2.709
Cl 6.654 -4.530 -4.716
C 5.490 -4.822 -3.360
C 4.686 -6.146 -3.512
Cl 3.608 -5.875 -4.883
H 4.825 -3.961 -3.285
H 6.095 -4.875 -2.455
H 3.957 -6.406 -2.744
H 5.290 -7.034 -3.701
O -2.178 -8.555 5.974
P -2.831 -9.876 5.754
N -4.445 -9.988 6.151
C -5.194 -8.824 6.721
C -5.160 -11.303 6.360
N -2.042 -11.104 6.682
C -1.736 -12.491 6.166
C -1.131 -10.720 7.719
N -2.759 -10.324 4.073
C -3.762 -11.173 3.328
C -1.462 -10.125 3.475
H -4.922 -8.842 7.776
H -6.243 -8.789 6.426
H -4.804 -7.840 6.458
H -6.079 -11.387 5.781
H -5.390 -11.457 7.414
H -4.491 -12.137 6.150
H -1.684 -13.147 7.035
H -2.504 -12.938 5.534
H -0.720 -12.556 5.778
H -1.229 -9.674 8.009
H -1.280 -11.296 8.632
H -0.104 -10.928 7.421
H -3.597 -12.221 3.579
H -4.777 -10.982 3.677
H -3.627 -11.082 2.250
H -0.658 -10.450 4.134
H -1.328 -9.087 3.171
H -1.330 -10.778 2.612
O 1.109 -0.747 9.482
P 0.567 0.331 10.384
N 0.032 1.769 9.630
C -0.901 1.515 8.480
C -0.445 2.881 10.403
N 1.623 0.915 11.617
C 2.692 1.790 11.108
C 2.079 -0.051 12.677
N -0.828 -0.222 11.269
C -1.461 -1.480 10.840
C -1.346 0.400 12.441
H -0.434 0.929 7.688
H -1.177 2.509 8.126
H -1.843 1.172 8.908
H 0.164 2.994 11.300
H -1.476 2.814 10.750
H -0.412 3.820 9.850
H 2.235 2.554 10.479
H 3.160 2.352 11.916
H 3.366 1.226 10.464
H 2.469 0.484 13.543
H 1.250 -0.714 12.922
H 2.792 -0.718 12.192
H -2.508 -1.554 11.136
H -1.490 -1.690 9.771
H -0.927 -2.344 11.235
H -2.044 -0.227 12.995
H -1.874 1.320 12.189
H -0.535 0.740 13.086
O 10.520 6.782 -6.002
P 10.979 6.490 -4.613
N 10.300 7.540 -3.392
C 8.901 8.113 -3.664
C 10.629 7.504 -1.982
N 12.709 6.642 -4.510
C 13.304 7.960 -4.550
C 13.462 5.668 -5.295
N 10.626 4.957 -4.019
C 9.319 4.354 -4.245
C 11.285 4.410 -2.762
H 8.282 7.282 -4.001
H 9.161 8.862 -4.412
H 8.480 8.516 -2.742
H 10.546 8.533 -1.632
H 11.635 7.220 -1.672
H 9.769 6.992 -1.551
H 14.330 8.006 -4.184
H 13.425 8.272 -5.588
H 12.633 8.649 -4.037
H 13.161 4.687 -4.929
H 13.319 5.882 -6.354
H 14.525 5.765 -5.071
H 9.311 3.300 -3.970
H 8.599 4.993 -3.733
H 8.973 4.446 -5.275
H 12.365 4.375 -2.905
H 11.079 3.345 -2.657
H 11.009 4.916 -1.837
O -10.114 5.245 -3.210
P -9.293 4.223 -2.488
N -9.739 2.561 -2.880
C -11.034 2.190 -3.403
C -8.809 1.392 -2.770
N -9.401 4.277 -0.779
C -10.334 5.236 -0.167
C -8.685 3.273 0.040
N -7.601 4.278 -2.899
C -6.860 5.419 -2.419
C -7.093 3.978 -4.237
H -11.858 2.335 -2.703
H -11.130 1.174 -3.784
H -11.280 2.896 -4.197
H -8.331 1.149 -3.719
H -9.373 0.562 -2.345
H -8.017 1.564 -2.041
H -10.306 6.235 -0.603
H -11.345 4.866 -0.336
H -10.319 5.298 0.921
H -9.129 2.280 -0.042
H -7.681 3.159 -0.370
H -8.650 3.633 1.068
H -6.983 6.260 -3.102
H -7.187 5.784 -1.445
H -5.801 5.166 -2.472
H -7.554 3.060 -4.602
H -6.025 3.763 -4.243
H -7.295 4.784 -4.942
O 1.924 3.612 -11.522
P 1.186 3.627 -10.229
N 1.405 2.174 -9.326
C 0.584 1.840 -8.178
C 2.554 1.190 -9.580
N -0.528 3.822 -10.459
C -1.252 2.838 -11.229
C -1.215 5.112 -10.406
N 1.679 4.864 -9.134
C 0.970 5.192 -7.762
C 2.822 5.585 -9.424
H 0.480 0.767 -8.018
H -0.396 2.303 -8.288
H 0.975 2.178 -7.218
H 2.229 0.181 -9.329
H 3.516 1.375 -9.103
H 2.795 1.372 -10.628
H -0.480 2.335 -11.810
H -1.771 2.110 -10.605
H -1.801 3.305 -12.047
H -1.141 5.610 -9.439
H -0.723 5.798 -11.096
H -2.285 5.069 -10.611
H 0.473 6.154 -7.881
H 0.227 4.425 -7.543
H 1.628 5.349 -6.907
H 2.944 6.507 -8.856
H 2.847 5.786 -10.494
H 3.682 4.947 -9.221

***

two) 185
Properties=species:S:1:pos:R:3 method="wB97M-V/def2-TZVPD" multiplicity=1 gap_ha=0.25326
K -0.637 -3.663 -0.478
C -0.078 -0.189 -0.484
O 0.900 -1.199 -0.006
O -1.232 -0.845 -0.837
C -0.162 1.084 0.481
F -1.224 1.973 0.406
F 0.005 0.785 1.808
F 0.920 1.778 0.169
C 2.309 -0.970 -0.078
C 2.946 -2.348 0.212
H 4.032 -2.280 0.276
H 2.640 -2.876 1.116
H 2.862 -2.974 -0.676
H 2.548 -0.455 0.853
H 2.729 -0.433 -0.927
H 0.323 0.179 -1.429
Cl -6.254 0.934 -1.919
C -4.601 0.675 -2.457
C -3.651 1.570 -1.695
Cl -3.728 3.330 -2.125
H -4.490 0.658 -3.542
H -4.497 -0.380 -2.202
H -2.630 1.189 -1.703
H -3.828 1.431 -0.629
Cl -5.494 0.399 1.641
C -4.329 -0.858 1.113
C -3.059 -0.661 2.057
Cl -3.264 -0.928 3.822
H -4.083 -0.739 0.058
H -4.814 -1.806 1.350
H -2.711 0.367 1.953
H -2.318 -1.362 1.672
Cl 1.168 -0.551 -5.807
C 0.314 -1.256 -4.375
C -1.203 -1.504 -4.622
Cl -1.919 0.106 -4.734
H 0.473 -0.599 -3.520
H 0.802 -2.210 -4.177
H -1.803 -1.924 -3.814
H -1.438 -2.064 -5.526
O -3.060 -4.415 0.932
P -4.477 -4.670 0.553
N -5.630 -4.377 1.720
C -5.254 -3.901 3.089
C -7.035 -4.928 1.657
N -4.695 -6.325 0.096
C -5.530 -6.777 -1.079
C -3.668 -7.275 0.405
N -4.945 -3.663 -0.790
C -6.331 -3.137 -1.075
C -3.975 -3.632 -1.856
H -4.954 -4.817 3.599
H -5.991 -3.239 3.542
H -4.315 -3.351 3.154
H -7.801 -4.163 1.792
H -7.180 -5.710 2.402
H -7.190 -5.471 0.725
H -5.857 -7.793 -0.860
H -6.454 -6.223 -1.241
H -4.917 -6.928 -1.967
H -2.957 -6.912 1.148
H -4.072 -8.202 0.810
H -3.138 -7.572 -0.501
H -6.933 -3.935 -1.510
H -6.858 -2.892 -0.152
H -6.300 -2.331 -1.808
H -3.570 -4.622 -2.065
H -3.180 -2.919 -1.638
H -4.449 -3.372 -2.802
O 0.533 -4.640 1.988
P 1.031 -4.544 3.406
N 1.593 -3.014 3.923
C 0.630 -1.902 3.617
C 2.145 -2.829 5.236
N 2.323 -5.598 3.850
C 3.626 -5.191 3.299
C 2.078 -7.081 3.803
N -0.225 -4.936 4.548
C -1.609 -5.009 4.052
C -0.004 -5.289 5.911
H 0.444 -1.797 2.548
H 1.104 -1.010 4.026
H -0.216 -2.023 4.293
H 2.753 -3.692 5.505
H 1.423 -2.710 6.044
H 2.770 -1.939 5.305
H 3.779 -4.136 3.528
H 4.446 -5.698 3.808
H 3.617 -5.268 2.212
H 2.830 -7.614 4.383
H 1.060 -7.275 4.141
H 2.040 -7.348 2.747
H -2.352 -4.848 4.833
H -1.905 -4.299 3.279
H -1.807 -5.969 3.577
H -0.869 -5.750 6.387
H 0.254 -4.409 6.501
H 0.876 -5.925 6.004
O 6.410 3.074 -4.347
P 6.684 1.690 -3.862
N 7.104 1.587 -2.169
C 6.509 2.653 -1.236
C 7.473 0.372 -1.472
N 8.003 0.994 -4.757
C 9.349 1.467 -4.512
C 7.741 0.778 -6.177
N 5.420 0.590 -3.996
C 4.058 0.975 -3.648
C 5.636 -0.907 -3.838
H 5.450 2.726 -1.479
H 7.134 3.500 -1.518
H 6.613 2.336 -0.198
H 8.188 0.675 -0.707
H 8.005 -0.415 -2.007
H 6.563 0.128 -0.923
H 10.136 0.801 -4.866
H 9.532 2.363 -5.106
H 9.434 1.707 -3.452
H 6.877 0.114 -6.227
H 7.669 1.745 -6.674
H 8.573 0.230 -6.621
H 3.335 0.225 -3.967
H 4.074 1.210 -2.584
H 3.762 1.939 -4.063
H 6.343 -1.253 -4.592
H 4.748 -1.455 -4.154
H 5.914 -1.232 -2.836
O -2.045 6.188 4.084
P -2.117 4.783 3.574
N -3.654 4.397 2.797
C -4.877 5.122 3.057
C -3.827 3.334 1.757
N -1.952 3.565 4.768
C -1.845 3.976 6.176
C -2.073 2.139 4.391
N -0.953 4.439 2.324
C 0.428 4.370 2.734
C -0.973 5.088 1.014
H -5.263 5.001 4.069
H -5.712 4.922 2.385
H -4.639 6.185 3.026
H -3.781 3.731 0.742
H -4.758 2.810 1.974
H -3.071 2.554 1.836
H -1.166 4.811 6.353
H -2.829 4.319 6.495
H -1.662 3.182 6.899
H -3.096 1.865 4.132
H -1.507 1.984 3.473
H -1.671 1.535 5.205
H 0.860 5.370 2.766
H 0.576 3.956 3.731
H 0.976 3.852 1.947
H -1.988 5.074 0.617
H -0.385 4.550 0.269
H -0.622 6.119 1.062
O 1.687 6.077 -4.792
P 1.339 5.407 -3.509
N 0.564 3.885 -3.748
C -0.107 3.176 -2.675
C 0.631 3.104 -5.065
N 0.262 6.373 -2.541
C -1.030 6.736 -3.073
C 0.709 7.278 -1.483
N 2.689 5.023 -2.508
C 2.593 4.443 -1.043
C 3.960 5.154 -3.036
H -0.924 2.542 -3.019
H -0.470 3.895 -1.940
H 0.517 2.470 -2.128
H -0.283 2.522 -5.189
H 1.485 2.451 -5.244
H 0.804 3.891 -5.799
H -0.921 6.601 -4.149
H -1.834 6.097 -2.707
H -1.175 7.816 -3.052
H 1.229 6.777 -0.666
H 1.456 7.955 -1.897
H -0.088 7.841 -0.997
H 2.918 5.233 -0.365
H 1.558 4.181 -0.822
H 3.261 3.615 -0.809
H 4.767 5.155 -2.303
H 3.994 6.056 -3.646
H 4.126 4.324 -3.722

***

The winner here is two), beating the second structure by 130.7 kcal/mol.

***

one) 11
Properties=species:S:1:pos:R:3 method="wB97M-V/def2-TZVPD" multiplicity=1 gap_ha=0.35672 smiles="F/C=C/[C@@H]1CS1"
F 1.355 -1.255 -2.379
C 0.572 -0.570 -1.493
C 0.816 -0.648 -0.199
C 0.014 -0.063 0.932
C -1.177 0.814 0.742
S 0.286 1.723 1.257
H -0.169 0.019 -2.009
H 1.742 -1.166 0.031
H 0.007 -0.662 1.873
H -1.524 1.127 -0.247
H -1.921 0.680 1.492

***

two) 11
Properties=species:S:1:pos:R:3 method="wB97M-V/def2-TZVPD" multiplicity=1 gap_ha=0.29963
C -1.190 0.854 0.073
C -0.723 -0.523 -0.044
F -1.692 -1.463 0.145
C 0.521 -0.963 -0.160
C 1.696 -0.083 -0.075
S 3.261 -0.492 0.115
H -0.439 1.616 -0.002
H -1.942 1.063 -0.660
H -1.656 1.033 1.049
H 0.689 -2.070 -0.208
H 1.474 1.028 -0.233

***

three) 11
Properties=species:S:1:pos:R:3 method="wB97M-V/def2-TZVPD" multiplicity=1 gap_ha=0.35035
C -1.004 -0.532 2.112
C -1.222 -0.158 0.862
S -0.163 1.104 0.216
C 0.401 0.442 -1.396
C 1.676 0.261 -1.656
F 2.691 0.474 -0.800
H -0.385 0.094 2.819
H -1.629 -1.372 2.521
H -1.941 -0.496 0.055
H -0.404 0.174 -2.071
H 1.981 0.011 -2.660

***

The winner here is two), beating the second structure by 7.5 kcal/mol.